(1)
Computed, not measured: a structure of composition AsCsF6 at a distorted geometry, with ωB97M-V with the def2-TZVPD basis set.

Calculated values
Kohn-Sham gap: 11.670 eV
energy above the lowest of the compared OMol25 structures with the same formula, charge and spin: 99.75 kcal/mol

Geometry as ORCA input:
```
! wB97M-V def2-TZVPD RIJCOSX def2/J DEFGRID3
* xyz 0 1
Cs -2.19 1.39 0.95
As 0.25 -0.20 -0.12
F -1.42 -0.38 0.61
F 0.27 1.63 0.11
F 1.94 -0.11 -0.79
F 0.43 -1.93 -0.49
F -0.31 0.11 -1.76
F 1.05 -0.51 1.49
*
```



(2)
Computed, not measured: a structure of composition AsF6H16O8 at a distorted geometry, with ωB97M-V with the def2-TZVPD basis set.

Calculated values
Kohn-Sham gap: 9.899 eV
energy above the lowest of the compared OMol25 structures with the same formula, charge and spin: 25.92 kcal/mol

Geometry as ORCA input:
```
! wB97M-V def2-TZVPD RIJCOSX def2/J DEFGRID3
* xyz -1 1
As -0.10 -0.24 -0.54
F -1.30 -1.50 -1.14
F -1.02 0.98 -1.47
F 1.13 0.93 -0.02
F 0.72 -1.46 0.45
F 0.84 -0.60 -2.01
F -1.28 0.13 0.79
O -0.71 0.66 4.09
H 0.16 0.38 4.36
H -0.67 0.71 3.14
O -1.78 -2.46 2.39
H -2.14 -1.81 1.79
H -0.84 -2.47 2.20
O 1.01 3.62 -0.95
H 0.41 3.50 -1.69
H 1.49 2.80 -0.90
O 0.14 3.24 2.05
H 0.67 2.75 1.41
H 0.77 3.53 2.71
O -3.47 0.79 -1.72
H -2.73 1.25 -1.31
H -3.25 -0.13 -1.63
O 3.59 -1.55 0.77
H 3.90 -1.49 1.67
H 2.66 -1.32 0.81
O -2.40 -1.42 -3.49
H -2.12 -1.61 -2.60
H -1.89 -2.02 -4.04
O 2.82 -2.00 -1.98
H 3.20 -1.92 -1.10
H 2.19 -1.28 -2.04
*
```



(3)
Computed, not measured: a structure of composition AsF6H28O14 at a distorted geometry, with ωB97M-V with the def2-TZVPD basis set.

Calculated values
Kohn-Sham gap: 11.310 eV
energy above the lowest of the compared OMol25 structures with the same formula, charge and spin: 67.07 kcal/mol

Geometry as ORCA input:
```
! wB97M-V def2-TZVPD RIJCOSX def2/J DEFGRID3
* xyz -1 1
As 7.60 -12.66 -22.26
F 8.37 -13.20 -20.68
F 6.87 -14.31 -22.59
F 6.82 -12.21 -23.77
F 8.01 -10.94 -21.94
F 9.11 -13.05 -23.11
F 6.08 -12.23 -21.48
O 3.94 -14.96 -17.77
H 3.49 -14.33 -18.33
H 4.75 -14.52 -17.52
O 11.54 -16.40 -19.85
H 11.45 -15.53 -20.22
H 11.49 -16.99 -20.60
O 11.86 -9.87 -23.87
H 11.26 -10.32 -23.27
H 11.31 -9.55 -24.58
O 4.47 -19.91 -22.92
H 3.92 -20.51 -22.42
H 4.34 -19.06 -22.50
O 3.00 -15.30 -24.12
H 2.66 -15.59 -23.27
H 3.81 -14.84 -23.91
O 12.74 -12.66 -26.87
H 13.26 -12.49 -27.66
H 12.82 -11.86 -26.36
O 2.31 -9.44 -21.73
H 1.59 -10.02 -21.47
H 3.10 -9.92 -21.47
O 12.21 -10.74 -18.50
H 11.31 -10.91 -18.22
H 12.29 -11.20 -19.34
O 3.53 -10.79 -26.50
H 3.94 -9.96 -26.27
H 3.95 -11.43 -25.92
O 8.82 -8.71 -17.76
H 9.16 -7.83 -17.91
H 8.82 -9.11 -18.63
O 6.40 -7.19 -22.99
H 7.15 -7.40 -22.44
H 6.61 -7.57 -23.84
O 8.91 -14.56 -15.46
H 9.30 -15.01 -14.71
H 9.19 -15.07 -16.22
O 13.69 -12.89 -21.90
H 13.06 -12.96 -22.62
H 14.46 -12.46 -22.28
O 8.27 -14.42 -27.82
H 8.94 -14.88 -27.31
H 7.85 -13.83 -27.19
*
```



(4)
Computed, not measured: a structure of composition B15Ca3H60 at a distorted geometry, with ωB97M-V with the def2-TZVPD basis set.

Calculated values
Kohn-Sham gap: 1.607 eV

Geometry as ORCA input:
```
! wB97M-V def2-TZVPD RIJCOSX def2/J DEFGRID3
* xyz -9 1
Ca -2.36 2.19 0.22
Ca -0.28 -2.02 0.77
Ca 1.51 1.70 -1.78
B -2.60 -2.98 -0.11
H -2.07 -3.51 0.71
H -2.28 -3.37 -1.13
H -3.71 -3.29 -0.13
H -2.34 -1.90 0.00
B 4.51 -0.10 1.91
H 4.62 0.89 1.33
H 5.37 -0.82 1.62
H 4.57 0.18 3.03
H 3.49 -0.56 1.70
B -0.83 3.15 -2.12
H -0.79 2.06 -2.17
H 0.26 3.39 -2.12
H -1.34 3.52 -3.08
H -1.40 3.46 -1.21
B 1.60 -3.02 2.07
H 1.24 -2.71 3.11
H 0.76 -3.66 1.71
H 1.76 -2.13 1.43
H 2.55 -3.66 2.14
B 2.51 2.96 0.18
H 2.42 1.88 0.44
H 1.69 3.34 -0.44
H 2.75 3.45 1.19
H 3.48 3.01 -0.46
B 0.49 1.05 -4.35
H 0.33 0.52 -3.39
H 1.07 1.98 -4.14
H 1.05 0.38 -5.11
H -0.48 1.46 -4.80
B -3.15 0.68 -1.72
H -2.85 0.29 -2.75
H -4.31 0.70 -1.65
H -2.72 0.08 -0.89
H -2.87 1.74 -1.64
B 3.08 -0.27 -2.15
H 2.98 -0.62 -1.07
H 3.88 -0.90 -2.70
H 2.08 -0.19 -2.62
H 3.43 0.77 -2.10
B -3.77 0.48 1.54
H -4.54 0.73 0.72
H -4.29 -0.36 2.12
H -2.79 0.11 1.18
H -3.62 1.34 2.23
B 1.46 0.85 3.88
H 0.69 0.85 4.73
H 2.55 0.80 4.29
H 1.34 -0.06 3.16
H 1.49 1.84 3.31
B -1.22 -1.57 3.25
H -0.99 -0.91 2.39
H -1.18 -2.65 3.00
H -0.49 -1.27 4.07
H -2.28 -1.32 3.63
B -0.05 0.51 -0.04
H -0.23 1.59 0.14
H 0.90 0.11 0.40
H -0.85 -0.07 0.49
H -0.02 0.33 -1.13
B -1.30 -2.12 -3.61
H -1.69 -1.89 -4.68
H -2.17 -2.02 -2.86
H -0.91 -3.20 -3.54
H -0.50 -1.35 -3.33
B 0.86 -3.15 -1.12
H 0.83 -2.03 -1.15
H 1.83 -3.54 -0.65
H 0.05 -3.50 -0.45
H 0.73 -3.49 -2.20
B -1.39 3.17 2.50
H -1.76 3.51 3.54
H -1.98 3.74 1.75
H -0.27 3.35 2.38
H -1.53 2.09 2.31
*
```



(5)
Computed, not measured: a structure of composition B2H26NiO9 at a distorted geometry, with ωB97M-V with the def2-TZVPD basis set.

Calculated values
Kohn-Sham gap (spin up / spin down): 8.761 / 8.340 eV
energy above the lowest of the compared OMol25 structures with the same formula, charge and spin: 26.02 kcal/mol

Geometry as ORCA input:
```
! wB97M-V def2-TZVPD RIJCOSX def2/J DEFGRID3
* xyz 0 3
Ni -1.59 -1.26 0.75
B -1.49 -2.27 -1.40
H -0.56 -2.04 -0.76
H -1.31 -3.28 -1.90
H -2.38 -2.25 -0.69
H -1.61 -1.50 -2.25
B -0.28 0.51 0.41
H -1.03 0.46 -0.44
H -0.83 0.85 1.37
H 0.21 -0.52 0.60
H 0.50 1.33 0.22
O -1.92 -0.90 2.85
H -2.38 -1.29 3.60
H -1.64 -0.02 3.14
O 3.77 1.32 -0.48
H 4.55 0.81 -0.24
H 3.17 1.23 0.30
O 2.31 1.04 1.78
H 2.19 1.23 2.72
H 1.40 1.11 1.40
O -0.85 1.88 -2.33
H -1.00 1.45 -1.47
H 0.05 1.59 -2.59
O -0.27 -2.86 1.22
H -0.53 -3.75 1.48
H 0.64 -2.94 0.92
O -0.29 3.57 1.76
H -0.14 2.86 1.13
H -1.20 3.44 2.05
O 2.14 -1.69 -2.12
H 2.12 -0.74 -2.32
H 1.21 -1.95 -2.06
O 2.36 1.02 -2.79
H 2.80 1.78 -3.17
H 2.54 1.09 -1.83
O -3.30 -0.06 0.37
H -3.39 0.68 -0.25
H -3.97 0.10 1.05
*
```



(6)
Computed, not measured: a structure of composition B4CaF16NO3 at a distorted geometry, with ωB97M-V with the def2-TZVPD basis set.

Calculated values
Kohn-Sham gap (spin up / spin down): 9.508 / 5.215 eV

Geometry as ORCA input:
```
! wB97M-V def2-TZVPD RIJCOSX def2/J DEFGRID3
* xyz -2 2
Ca 0.02 -0.06 0.36
N 2.08 1.56 1.81
O 2.26 2.52 2.51
O 1.35 0.67 2.21
O 2.38 1.49 0.64
B -2.70 -1.72 0.19
F -3.94 -1.42 -0.17
F -2.39 -1.38 1.47
F -2.57 -3.10 -0.03
F -1.76 -1.07 -0.55
B 0.83 0.54 -3.05
F 0.09 -0.53 -3.58
F 1.06 0.28 -1.78
F 2.00 0.69 -3.78
F 0.19 1.70 -3.04
B 1.42 -2.43 0.65
F 2.46 -1.60 0.51
F 1.77 -3.73 0.62
F 0.53 -1.99 1.64
F 0.75 -2.21 -0.56
B -1.18 2.35 0.74
F -1.33 1.20 1.52
F -0.49 2.00 -0.37
F -2.32 2.92 0.46
F -0.49 3.29 1.57
*
```



no.,energy (hartree)
1,-2855.1188
2,-3446.7038
3,-3905.3023
4,-2438.2321
5,-2250.5821
6,-2656.3383